No. 1
Formula: C21H24FNO4S
Source: the OMol25 dataset
Level of theory: wB97M-V/def2-TZVPD

Each line ends with the Löwdin charge.
Cartesian coordinates (Å):
C: 2.36282 3.60425 -2.83194  -0.012
N: 2.35618 2.76366 -1.63744  -0.173
C: 2.94877 3.30012 -0.42145  -0.020
C: 1.82727 1.54628 -1.66546  -0.026
C: 1.86989 0.63895 -0.59161  -0.042
C: 1.14617 -0.53345 -0.58438  0.044
C: 1.03522 -1.38445 0.56659  -0.218
C: -0.12936 -2.16391 0.78073  -0.018
C: -0.27093 -2.94102 1.92282  -0.072
C: 0.74547 -2.96538 2.89022  -0.061
C: 1.89228 -2.18209 2.71050  -0.060
C: 2.04314 -1.41505 1.56444  -0.033
H: 2.72529 4.59358 -2.54500  0.090
H: 3.02331 3.18480 -3.60721  0.093
H: 1.35000 3.69053 -3.24937  0.105
H: 3.23272 4.33245 -0.63225  0.090
H: 2.23306 3.28510 0.41089  0.108
H: 3.83856 2.72862 -0.12251  0.112
H: 1.36853 1.24313 -2.61366  0.160
H: 2.45938 0.90649 0.28964  0.109
H: 0.53239 -0.76283 -1.45655  0.138
H: -0.91386 -2.12979 0.02205  0.119
H: -1.18212 -3.52198 2.07481  0.109
H: 0.62935 -3.55599 3.79874  0.110
H: 2.67990 -2.16721 3.46463  0.115
H: 2.96051 -0.85522 1.39384  0.108
C: 4.86401 0.70730 -4.15147  -0.081
C: 4.39874 -0.61935 -4.69304  -0.239
O: 4.30466 -1.51462 -3.56419  -0.068
C: 3.95265 -2.76035 -3.97747  -0.544
C: 3.69343 -3.60634 -2.78683  -0.327
F: 3.76130 -4.91370 -3.10055  -0.033
S: 4.60344 -3.28985 -1.26421  0.706
C: 4.19886 -4.78456 -0.36343  -0.275
C: 2.99417 -4.85651 0.32742  -0.060
C: 2.64492 -6.02135 1.01187  -0.082
C: 3.47324 -7.14492 0.95206  -0.088
C: 4.65115 -7.08324 0.20455  -0.077
C: 5.02157 -5.90534 -0.44656  -0.051
O: 5.99048 -3.35615 -1.66651  -0.324
O: 4.06143 -2.16881 -0.53475  -0.350
O: 3.87711 -3.12411 -5.14036  0.048
H: 4.66855 1.48032 -4.89932  0.068
H: 4.34311 0.94605 -3.21937  0.054
H: 5.94092 0.67366 -3.94634  0.084
H: 3.39889 -0.54480 -5.15819  0.124
H: 5.11194 -1.03038 -5.42809  0.130
H: 2.33395 -3.99617 0.32272  0.092
H: 1.72110 -6.04277 1.58847  0.096
H: 3.20182 -8.06592 1.48140  0.103
H: 5.29398 -7.95840 0.12349  0.103
H: 5.93987 -5.85530 -1.02129  0.115



No. 2
Formula: C6H8O6Sr
Source: the OMol25 dataset
Level of theory: wB97M-V/def2-TZVPD

Each line ends with the Löwdin charge.
Cartesian coordinates (Å):
O: 3.71096 0.60646 -1.16705  -0.206
C: 2.78520 0.33327 -0.35883  -0.788
O: 1.94389 1.27058 -0.09524  -0.144
O: 2.75174 -0.86258 0.15704  0.074
C: 1.53002 -1.37624 0.72175  -0.107
C: 0.40379 -1.36305 -0.26080  -0.032
C: -0.87132 -1.43010 0.12928  -0.054
C: -1.99543 -0.92528 -0.70943  -0.082
Sr: 3.85627 2.86025 -0.92698  1.890
H: 1.28677 -0.79742 1.62189  0.145
H: 1.78929 -2.40247 1.00753  0.157
H: 0.64531 -1.32758 -1.32771  0.151
H: -1.12105 -1.71544 1.15583  0.137
H: -2.96295 -1.13328 -0.24067  0.141
H: -1.97764 -1.33963 -1.72413  0.154
O: -2.05828 0.52256 -0.86655  0.121
C: -2.17860 1.40966 0.04479  -0.495
O: -1.26578 2.29104 0.07415  0.195
H: -3.10356 2.11140 1.60581  0.206
O: -2.95714 1.30369 1.06110  0.287
H: -0.21148 1.96416 0.09822  0.250

Calculated values
Total charge: +2



No. 3
Formula: C23H29N9S2SeSr
Source: the OMol25 dataset
Level of theory: wB97M-V/def2-TZVPD

Each line ends with the Löwdin charge.
Cartesian coordinates (Å):
Sr: -0.25066 -0.01058 0.11346  0.937
C: 0.21123 1.17219 -3.86345  -0.169
C: -0.83486 0.06533 -3.88131  -0.215
N: -1.24309 -0.38028 -2.54250  -0.112
C: -2.68073 -0.38095 -2.29576  -0.218
C: -3.14153 1.01119 -1.88436  -0.212
N: -2.56623 1.36484 -0.58462  -0.138
C: -2.76485 2.76429 -0.18868  -0.209
C: -1.66699 3.68023 -0.74007  -0.167
C: -0.49356 3.88973 0.21342  -0.207
N: 0.36215 2.70880 0.39682  -0.119
C: 1.75222 2.84268 -0.03377  -0.221
C: 1.91197 2.50755 -1.50570  -0.214
N: 1.54128 1.11494 -1.76301  -0.127
C: 1.52398 0.76410 -3.18930  -0.211
H: -0.19649 2.04162 -3.33979  0.091
H: 0.40353 1.47991 -4.89407  0.114
H: -0.43171 -0.78968 -4.43457  0.120
H: -1.71211 0.41059 -4.43731  0.116
H: -0.88363 -1.32450 -2.43427  0.044
H: -2.89796 -1.07922 -1.48160  0.112
H: -3.25197 -0.70848 -3.17373  0.121
H: -4.23747 1.06681 -1.86648  0.124
H: -2.79293 1.73597 -2.62603  0.116
H: -3.03040 0.78435 0.11053  0.091
H: -2.76065 2.79969 0.90292  0.116
H: -3.74894 3.11981 -0.51875  0.116
H: -2.09096 4.65899 -0.97674  0.113
H: -1.29496 3.25636 -1.67831  0.091
H: -0.88841 4.19256 1.18684  0.124
H: 0.11704 4.72375 -0.14944  0.116
H: 0.35487 2.46124 1.37957  0.081
H: 2.35425 2.15132 0.56357  0.099
H: 2.14047 3.85305 0.14673  0.120
H: 2.93951 2.71850 -1.82969  0.125
H: 1.25319 3.15157 -2.09581  0.115
H: 2.24705 0.53417 -1.31512  0.105
H: 1.65283 -0.31885 -3.26713  0.114
H: 2.37250 1.22822 -3.70777  0.115
S: -1.46458 0.10987 2.73920  0.407
C: -0.22153 -0.47917 3.84400  -0.751
C: -0.63575 -0.67028 5.16755  -0.082
C: 0.20740 -1.15793 6.15268  -0.195
C: -0.29327 -1.34478 7.48337  -0.180
N: -0.69715 -1.49993 8.54815  0.163
C: 1.52995 -1.47721 5.82189  -0.195
C: 1.95753 -1.29849 4.51667  -0.079
C: 1.11984 -0.80770 3.50987  -0.741
S: 1.84566 -0.70139 1.90717  0.422
C: 2.44027 -1.99692 6.80026  -0.180
N: 3.18447 -2.41981 7.56731  0.163
H: -1.65691 -0.42747 5.42681  0.106
H: 2.97766 -1.54853 4.26028  0.108
Se: -0.43875 -2.82749 1.55694  1.139
N: 0.62848 -4.17257 1.28629  -0.202
C: 0.89297 -4.21542 -0.01507  -0.383
C: 1.80566 -5.09946 -0.64116  0.010
C: 1.97779 -4.97682 -1.98563  -0.054
C: 1.25265 -3.98787 -2.70324  -0.130
N: 0.38800 -3.15935 -2.17815  0.107
C: 0.19552 -3.26969 -0.83463  -0.455
N: -0.69786 -2.50102 -0.20166  -0.334
H: 2.34329 -5.82467 -0.04550  0.123
H: 2.66478 -5.61275 -2.52596  0.104
H: 1.41691 -3.89496 -3.77221  0.109



HOMO level values (in Eh) by entry order: -0.1980, -0.5940, -0.2634.
Kohn-Sham gap values (in eV) by entry order: 3.16, 8.32, 5.69.
E values (in Eh) by entry order: -1668.2202, -715.0063, -4615.2433.